62
Properties=species:S:1:pos:R:3:forces:R:3 method="wB97M-V/def2-TZVPD" s_squared=8.762 spin_multiplicity=6 homo_lumo_gap_ha="0.243 / 0.283" e_above_lowest_ev=0.1398 total_charge=+1 total_energy_ha=-2164.58614
Sm 10.61991 12.56819 4.10561 -0.3 0.1 0.5
C 15.27949 11.82551 3.30191 0.6 2.4 0.7
Sb 13.83729 11.90960 4.81689 -0.6 -0.9 0.1
C 14.51853 13.47980 5.98905 1.1 0.9 0.9
C 14.81802 10.31133 5.85992 0.2 0.4 0.6
C 14.92383 8.95599 5.28199 0.4 0.2 -0.5
C 16.13946 8.62315 4.69901 -0.4 -0.7 -0.3
C 16.35875 7.35634 4.16749 -0.2 -0.1 -0.1
C 15.32540 6.42996 4.24612 0.0 0.3 0.5
C 14.10028 6.77806 4.82508 -0.4 -2.0 -1.0
C 13.88810 8.02507 5.32016 -1.3 1.6 0.6
C 12.50968 8.39871 5.87878 1.0 -1.0 -1.8
Sb 10.96936 8.76956 4.41102 -0.5 0.4 0.3
C 10.95679 6.93776 3.33678 1.3 0.6 -0.8
C 9.38233 8.33638 5.80760 -0.3 -0.4 -0.4
H 16.29495 12.08514 3.72338 -1.2 -0.2 -0.6
H 14.90722 12.54162 2.56829 0.6 0.1 -0.2
H 15.25186 10.87393 2.88644 0.1 -1.8 -0.7
H 15.43711 13.25815 6.56530 -0.3 -0.2 -0.5
H 13.81128 13.84964 6.72639 -0.4 -0.2 -0.1
H 14.74566 14.32417 5.34000 0.0 0.0 -0.1
H 14.34010 10.25925 6.81177 -0.4 0.0 0.9
H 15.82106 10.70440 6.06201 -0.2 0.0 -0.2
H 16.88642 9.38135 4.67769 0.7 0.3 -0.1
H 17.29772 7.07294 3.68348 -0.3 0.2 0.3
H 15.50152 5.42093 3.93673 -0.1 -0.4 -0.4
H 13.24495 6.04908 4.78934 1.1 0.7 0.3
H 12.48181 9.30707 6.40475 0.2 1.0 1.1
H 12.19530 7.57992 6.48196 -0.6 -0.5 0.6
H 10.78125 6.14339 4.01650 -0.1 -0.8 0.7
H 11.96698 6.81251 2.86446 -1.0 0.1 0.3
H 10.17966 6.92559 2.58942 -0.1 0.1 -0.3
H 9.51234 7.30745 6.17962 -0.2 0.3 -0.3
H 8.38826 8.49569 5.36936 0.3 -0.3 -0.1
H 9.40248 8.99683 6.65446 0.3 0.4 0.4
N 8.73140 14.56159 3.31508 -0.2 -1.4 1.8
C 8.19104 15.30348 4.46247 2.0 -1.5 1.6
C 7.62675 14.26018 5.48612 -2.1 -0.1 -1.0
C 8.60178 13.12213 5.60836 -0.2 0.5 -0.8
O 9.75445 13.39309 6.09593 0.0 -0.7 -0.6
O 8.39982 12.06730 4.92298 0.8 0.5 0.4
H 9.30907 15.09796 2.75871 1.4 1.6 -1.4
H 7.96996 14.24121 2.77449 -0.9 -0.5 -0.9
H 7.47801 16.04198 4.21539 -0.9 0.7 -0.4
H 9.04789 15.79492 4.97112 -0.5 -0.2 -0.4
H 6.61338 13.85035 5.09181 1.7 0.7 0.9
H 7.49667 14.78515 6.42185 -0.2 -0.1 0.3
C 14.22260 17.20534 3.87548 0.8 -1.1 -2.2
C 12.85924 16.91569 4.49381 -0.5 0.1 0.3
C 11.82606 17.97087 4.03852 0.6 0.3 -0.6
C 12.96714 17.01471 6.03876 -0.4 -1.2 -0.1
C 12.29360 15.58846 4.10179 0.5 -2.0 -0.7
C 11.97027 14.44334 3.70704 0.3 2.2 0.7
H 14.51427 18.20996 4.01574 -0.4 1.7 0.0
H 14.33101 16.99506 2.73146 -0.5 0.2 2.1
H 15.08599 16.76713 4.37348 -0.3 -1.0 0.1
H 12.12500 18.94434 4.48154 -0.3 -0.4 -0.5
H 10.84305 17.68109 4.40109 -0.1 0.2 0.0
H 11.79966 18.02596 2.92037 0.0 0.1 0.9
H 13.25170 17.99646 6.39250 0.1 0.3 -0.2
H 13.67318 16.27931 6.44322 0.0 0.2 -0.2
H 11.98821 16.74977 6.45311 0.1 0.2 0.1



6
Properties=species:S:1:pos:R:3:forces:R:3 method="wB97M-V/def2-TZVPD" homo_lumo_gap_ha="0.247 / 0.247" e_above_lowest_ev=1.4270 total_charge=0 total_energy_ha=-8295.37904
C 1.29618 -0.06953 -0.24006 -1.7 0.6 -0.2
O -2.33565 0.05368 0.18907 1.8 0.0 0.4
Cl -0.88352 0.09031 0.83080 -0.4 -0.2 -1.0
Br 1.40492 1.40722 -1.38238 -0.2 0.0 -0.4
Br 1.52868 -1.73352 -1.00741 -0.1 -0.3 -0.1
Br 2.06628 0.26108 1.36912 0.7 -0.1 1.4